[1]
{
  "formula": "C3H4FN",
  "method": "ωB97M-V with the def2-TZVPD basis set",
  "lumo_ev": [-0.24, -0.06],
  "fmax_ev_per_a": 5.22,
  "e_above_lowest_kj_mol": 455.29,
  "total_charge": 0,
  "total_energy_ev": -7377.817,
  "orbital_gap_ha": [0.3335, 0.3475],
  "species": ["C", "C", "C", "N", "F", "H", "H", "H", "H"],
  "positions_angstrom": [[-0.336, -1.998, -0.168], [-0.112, 2.046, 0.297], [0.434, -0.923, -0.016], [-0.839, 1.033, 0.280], [1.763, -0.825, -0.016], [0.185, -2.927, -0.429], [-1.308, -1.791, -0.211], [-0.731, 3.040, 0.330], [0.942, 2.345, -0.067]]
}

=====

[2]
{
  "formula": "C4H3BrN2O",
  "method": "ωB97M-V with the def2-TZVPD basis set",
  "lumo_ev": -1.20,
  "fmax_ev_per_a": 3.46,
  "e_above_lowest_kj_mol": 37.92,
  "total_charge": 0,
  "total_energy_ev": -79264.384,
  "orbital_gap_ha": 0.3383,
  "species": ["N", "C", "C", "C", "Br", "C", "N", "H", "O", "H", "H"],
  "positions_angstrom": [[0.429, -2.815, 0.150], [0.418, -1.686, 0.288], [0.145, -0.330, 0.272], [1.100, 0.582, -0.005], [0.780, 2.478, 0.037], [2.307, 0.261, -0.621], [3.349, -0.107, -0.945], [-0.717, 0.029, 0.828], [-2.403, 0.590, -0.260], [-2.473, -0.307, 0.063], [-2.936, 1.304, 0.194]]
}

=====

[3]
{
  "formula": "C5H13BrCl4N2O5PS2",
  "method": "ωB97M-V with the def2-TZVPD basis set",
  "lumo_ev": 2.43,
  "fmax_ev_per_a": 4.20,
  "total_charge": -1,
  "total_energy_ev": -169706.563,
  "orbital_gap_ha": 0.2934,
  "species": ["N", "C", "S", "O", "O", "N", "S", "O", "O", "P", "O", "Br", "H", "H", "H", "H", "H", "Cl", "C", "C", "Cl", "H", "H", "H", "H", "Cl", "C", "C", "Cl", "H", "H", "H", "H"],
  "positions_angstrom": [[2.181, -0.274, 0.816], [3.215, 0.411, 0.018], [2.617, 1.915, -0.840], [3.315, 1.906, -2.165], [3.059, 3.113, -0.073], [0.978, 1.838, -1.172], [0.041, 1.891, 0.211], [-1.122, 2.789, -0.070], [0.737, 2.225, 1.472], [-0.812, -0.117, 0.320], [-1.467, -0.225, -1.224], [-2.606, -0.062, 1.688], [2.589, -0.425, 1.728], [2.101, -1.206, 0.435], [3.654, -0.256, -0.731], [4.049, 0.735, 0.647], [-1.262, -1.087, -1.601], [-1.515, -1.038, -6.996], [-2.200, 0.121, -5.825], [-1.602, -0.032, -4.448], [-2.085, -1.563, -3.674], [-3.278, -0.018, -5.808], [-1.987, 1.118, -6.205], [-1.951, 0.771, -3.800], [-0.516, 0.003, -4.475], [-1.156, -3.502, 4.485], [-0.637, -2.216, 5.605], [-0.939, -0.836, 5.071], [0.057, -0.427, 3.660], [0.426, -2.344, 5.794], [-1.175, -2.375, 6.539], [-0.726, -0.091, 5.836], [-1.985, -0.740, 4.781]]
}

=====

[4]
{
  "formula": "C30H49EuF3N5O3SSbSi3",
  "method": "ωB97M-V with the def2-TZVPD basis set",
  "spin_multiplicity": 7,
  "lumo_ev": [1.77, 1.77],
  "fmax_ev_per_a": 3.71,
  "s2": 12.044,
  "total_charge": -1,
  "total_energy_ev": -113983.443,
  "orbital_gap_ha": [0.1398, 0.1190],
  "species": ["Eu", "N", "C", "C", "C", "N", "H", "H", "H", "H", "H", "H", "H", "H", "H", "H", "N", "C", "C", "C", "C", "C", "C", "C", "C", "C", "C", "C", "C", "N", "C", "C", "C", "C", "N", "H", "H", "H", "H", "H", "H", "H", "H", "H", "H", "C", "H", "H", "C", "Si", "C", "C", "Sb", "Si", "C", "C", "C", "Si", "C", "C", "C", "H", "H", "H", "H", "H", "H", "H", "H", "H", "H", "H", "H", "H", "H", "H", "H", "H", "H", "H", "H", "H", "H", "H", "H", "H", "H", "H", "F", "C", "F", "F", "S", "O", "O", "O"],
  "positions_angstrom": [[-0.878, 0.663, 0.682], [1.084, 2.244, 1.335], [1.048, 3.418, 2.218], [0.034, 3.321, 3.383], [-1.397, 2.833, 3.040], [-1.425, 1.398, 3.087], [1.891, 1.641, 1.576], [1.314, 2.509, 0.330], [0.914, 4.344, 1.641], [2.051, 3.558, 2.713], [-0.123, 4.403, 3.637], [0.523, 2.794, 4.243], [-1.749, 3.191, 2.041], [-2.075, 3.334, 3.715], [-2.346, 1.003, 3.339], [-0.786, 0.918, 3.817], [-7.279, -3.161, 7.655], [-6.854, -2.987, 6.574], [-6.164, -2.738, 5.356], [-4.804, -2.388, 5.485], [-4.126, -1.898, 4.426], [-4.655, -1.958, 3.100], [-5.996, -2.426, 2.961], [-6.762, -2.737, 4.116], [-3.875, -1.531, 1.918], [-2.553, -2.049, 1.869], [-2.228, -3.348, 2.409], [-0.828, -3.521, 2.360], [-0.368, -2.349, 1.750], [-1.343, -1.438, 1.438], [-4.258, -0.442, 1.000], [-5.477, 0.336, 0.939], [-5.441, 1.189, -0.134], [-4.040, 1.171, -0.506], [-3.353, 0.243, 0.161], [-4.384, -2.519, 6.507], [-3.130, -1.495, 4.569], [-6.537, -2.386, 1.997], [-7.780, -3.118, 4.066], [-3.054, -3.955, 2.785], [-0.245, -4.388, 2.682], [0.662, -2.111, 1.601], [-6.312, 0.185, 1.605], [-6.169, 1.828, -0.546], [-3.621, 1.683, -1.347], [1.139, -0.279, -1.047], [0.449, -1.144, -1.107], [0.589, 0.661, -1.370], [-0.095, -0.407, -4.482], [1.430, -1.420, -4.236], [0.895, -3.091, -3.539], [2.716, -1.383, -5.614], [2.862, -0.479, -2.223], [4.062, 1.858, -2.525], [4.358, 2.730, -0.918], [5.792, 1.519, -3.034], [2.972, 2.706, -3.731], [4.119, -2.154, -0.791], [5.236, -1.252, 0.320], [2.895, -3.194, -0.016], [5.068, -3.393, -1.882], [-0.421, 0.196, -3.560], [-0.977, -0.953, -4.888], [0.210, 0.391, -5.245], [0.013, -3.427, -4.115], [0.610, -2.975, -2.491], [1.675, -3.854, -3.640], [2.264, -1.864, -6.546], [3.645, -1.940, -5.346], [2.991, -0.288, -5.896], [5.395, 2.537, -0.597], [3.691, 2.517, -0.089], [4.264, 3.858, -1.105], [6.253, 1.078, -2.153], [6.266, 2.451, -3.401], [5.836, 0.752, -3.799], [3.438, 3.250, -4.535], [2.374, 3.463, -3.093], [2.276, 1.964, -4.252], [4.596, -0.557, 0.936], [6.037, -0.698, -0.144], [5.641, -1.966, 1.032], [2.002, -3.576, -0.432], [2.534, -2.505, 0.836], [3.401, -4.037, 0.471], [5.225, -4.323, -1.300], [6.028, -3.153, -2.312], [4.378, -3.705, -2.665], [-0.729, 4.976, -0.103], [-1.632, 4.821, -1.149], [-2.888, 4.710, -0.622], [-1.603, 5.915, -1.913], [-1.171, 3.357, -2.223], [0.179, 3.656, -2.704], [-1.135, 2.256, -1.149], [-2.260, 3.134, -3.206]]
}

=====

[5]
{
  "formula": "C38H58AsBrGeN8O2STi",
  "method": "ωB97M-V with the def2-TZVPD basis set",
  "spin_multiplicity": 3,
  "lumo_ev": [-7.74, -8.17],
  "fmax_ev_per_a": 3.79,
  "s2": 2.053,
  "e_above_lowest_kj_mol": 0.00,
  "total_charge": 2,
  "total_energy_ev": -277695.941,
  "orbital_gap_ha": [0.1832, 0.1674],
  "species": ["Ti", "N", "C", "C", "C", "C", "N", "H", "H", "H", "H", "H", "H", "H", "H", "H", "H", "H", "H", "C", "C", "C", "C", "C", "C", "N", "N", "C", "C", "C", "C", "C", "N", "H", "H", "H", "H", "H", "H", "H", "H", "H", "C", "C", "C", "C", "Ge", "C", "C", "C", "C", "H", "H", "H", "H", "H", "H", "H", "H", "H", "H", "H", "H", "H", "H", "H", "H", "H", "H", "H", "C", "As", "C", "C", "H", "H", "H", "H", "H", "H", "H", "H", "H", "N", "C", "S", "C", "C", "C", "N", "C", "C", "H", "H", "H", "H", "H", "H", "Br", "C", "C", "N", "C", "C", "C", "C", "O", "O", "H", "H", "H"],
  "positions_angstrom": [[-0.257, -0.060, -1.182], [1.604, -1.277, -0.710], [2.441, -1.875, -1.768], [3.325, -3.079, -1.358], [3.804, -3.157, 0.104], [2.902, -3.945, 1.060], [1.487, -3.568, 0.952], [2.195, -0.649, -0.138], [1.296, -2.046, -0.060], [3.038, -1.060, -2.210], [1.740, -2.201, -2.545], [4.221, -3.036, -1.996], [2.796, -4.020, -1.633], [3.996, -2.137, 0.503], [4.793, -3.634, 0.158], [3.245, -3.742, 2.086], [2.968, -5.015, 0.853], [1.156, -3.311, 1.865], [0.907, -4.319, 0.601], [-0.325, 5.455, 0.786], [0.781, 5.352, -0.053], [1.026, 4.194, -0.797], [0.173, 3.096, -0.659], [-0.936, 3.190, 0.194], [-1.195, 4.369, 0.877], [0.379, 1.937, -1.419], [1.181, 2.174, -2.467], [1.124, 1.247, -3.426], [1.926, 1.296, -4.602], [1.841, 0.248, -5.489], [0.847, -0.760, -5.320], [0.131, -0.774, -4.164], [0.304, 0.206, -3.226], [-0.496, 6.352, 1.392], [1.357, 6.241, -0.188], [1.802, 4.180, -1.546], [-1.637, 2.320, 0.280], [-2.079, 4.471, 1.474], [2.589, 2.135, -4.803], [2.453, 0.219, -6.376], [0.666, -1.541, -6.066], [-0.655, -1.494, -3.954], [4.008, 4.947, 2.961], [3.984, 3.615, 2.211], [2.709, 2.781, 2.399], [2.725, 1.498, 1.579], [0.895, 0.612, 1.674], [1.301, -0.732, 3.164], [1.724, -0.163, 4.534], [0.578, 0.515, 5.320], [0.933, 0.781, 6.782], [4.958, 5.501, 2.819], [3.829, 4.747, 4.035], [3.166, 5.654, 2.725], [4.853, 3.015, 2.572], [4.126, 3.821, 1.142], [1.808, 3.382, 2.138], [2.595, 2.568, 3.474], [3.502, 0.809, 1.956], [2.916, 1.734, 0.519], [0.090, 1.648, 2.479], [2.101, -1.417, 2.787], [0.386, -1.349, 3.210], [2.555, 0.559, 4.434], [2.113, -0.989, 5.202], [-0.322, -0.149, 5.315], [0.287, 1.486, 4.861], [1.394, -0.124, 7.275], [0.021, 1.072, 7.382], [1.668, 1.606, 6.824], [-4.255, 0.486, 0.630], [-2.611, -0.609, 0.943], [-3.472, -2.383, 1.024], [-2.449, -0.230, 2.909], [-4.799, 0.641, 1.586], [-4.883, 0.006, -0.118], [-3.888, 1.462, 0.238], [-4.302, -2.300, 1.745], [-2.693, -3.067, 1.330], [-3.855, -2.691, 0.040], [-3.504, -0.154, 3.280], [-1.869, 0.703, 3.063], [-2.000, -1.112, 3.418], [-7.018, 2.068, -3.383], [-5.841, 2.685, -3.721], [-5.816, 4.034, -4.749], [-4.600, 1.993, -3.311], [-4.572, 0.670, -2.824], [-3.375, 0.160, -2.362], [-2.268, 0.933, -2.219], [-2.257, 2.146, -2.824], [-3.394, 2.720, -3.332], [-7.860, 2.600, -3.564], [-7.025, 1.640, -2.474], [-5.418, -0.008, -2.922], [-3.287, -0.884, -2.040], [-1.328, 2.704, -2.839], [-3.373, 3.731, -3.719], [-1.268, -7.977, 0.403], [-0.698, -6.608, -0.800], [0.493, -6.838, -1.527], [0.972, -5.937, -2.364], [0.376, -4.755, -2.541], [-0.833, -4.431, -1.929], [-1.381, -5.418, -1.045], [-1.491, -3.068, -1.880], [-2.720, -3.112, -2.007], [-0.778, -1.986, -1.623], [1.042, -7.781, -1.433], [0.849, -4.124, -3.274], [-2.369, -5.317, -0.590]]
}